a) C2H10OSi2 | ωB97M-V with the def2-TZVPD basis set

Last column: Mulliken charge in e.
Geometry (Å):
Si1 1.8944 -0.0019 -0.6445  0.373
Si2 -0.4513 -0.0391 -0.5914  0.300
O1 2.3464 0.2046 0.9188  -0.486
C1 -1.0879 1.5208 0.4150  -1.080
C2 -1.2875 -1.5956 0.1336  -1.118
H1 -2.3185 -1.5618 0.1591  0.367
H2 2.7945 -1.2237 -1.0966  -0.119
H3 -0.8316 -2.3472 -0.4173  0.330
H4 2.4676 1.0457 -1.5727  -0.109
H5 -0.8170 0.4331 -2.0804  -0.120
H6 -2.0855 1.4396 0.6270  0.377
H7 -1.0215 -1.8072 1.1372  0.364
H8 1.8423 -0.0450 1.7192  0.333
H9 -0.8955 2.3509 -0.1589  0.332
H10 -0.5489 1.6268 1.4520  0.254

multiplicity: 1
structure (SMILES): C[SiH](C)[SiH2]O
E_LUMO: 0.552 eV
gap between HOMO and LUMO: 0.3759 hartree
charge: 0

---

b) C2H10OSi2 | ωB97M-V with the def2-TZVPD basis set

Last column: Mulliken charge in e.
Geometry (Å):
Si1 2.3204 1.7912 1.5990  0.208
Si2 -0.2245 -0.1780 -0.7594  0.286
O1 0.5435 -0.7461 -2.0847  -0.503
C1 -0.7358 -1.7466 0.2584  -0.972
C2 -1.6574 1.1703 -1.2180  -1.089
H1 -1.7356 -2.3002 0.0115  0.305
H2 3.6024 1.6600 0.8607  -0.060
H3 -1.4408 1.9294 -0.4740  0.262
H4 -0.8044 -1.5209 1.2710  0.352
H5 2.0719 0.6896 2.4687  -0.077
H6 1.9268 3.2053 1.9349  -0.051
H7 -2.6540 0.7449 -1.1485  0.317
H8 -0.0149 -2.5385 0.0232  0.283
H9 0.4912 -0.3715 -3.0238  0.332
H10 -1.6094 1.6902 -2.1068  0.408

multiplicity: 1
E_LUMO (spin up / spin down): -0.328 / -0.083 eV
gap between HOMO and LUMO (spin up / spin down): 0.2426 / 0.2611 hartree
charge: 0

---

Verdict on stability: b) comes out at the bottom.